{
  "formula": "C3H4O3",
  "method": "ωB97M-V with the def2-TZVPD basis set",
  "elements": ["C", "C", "C", "O", "O", "O", "H", "H", "H", "H"],
  "positions_angstrom": [[1.13, -0.41, -0.13], [2.11, 0.43, 0.04], [-0.98, -0.59, -0.09], [1.88, -1.57, -0.07], [3.01, -0.72, 0.15], [2.37, 1.74, 0.09], [-1.43, 0.40, -0.41], [-1.15, -1.42, -0.86], [-0.73, -0.92, 1.00], [2.72, 2.17, -0.71]],
  "total_energy_ev": -9310.5915,
  "multiplicity": 1,
  "total_charge": 0,
  "gap_ev": 9.37,
  "de_lowest_ev": 8.1091
}